(1)
C5H6N4 | wB97M-V/def2-TZVPD

Values from the calculation:
Largest force on an atom (eV/A): 5.1
LUMO energy (eV): -0.142
SMILES: C[C@H]1N=c2nc[nH]c2=N1
HOMO level (eV): -9.4
Total charge: 0

```
15
C5H6N4 | OMol25 | wB97M-V/def2-TZVPD
C 1.958 -0.954 1.321
C 1.318 0.253 0.515
N 1.115 -0.030 -0.932
C -0.143 0.131 -1.148
N -1.076 0.103 -2.182
C -2.206 0.404 -1.595
N -2.140 0.519 -0.204
C -0.848 0.431 0.078
N -0.187 0.537 1.131
H 2.207 -0.775 2.326
H 2.913 -1.225 0.748
H 1.348 -1.797 1.214
H 2.012 1.169 0.528
H -3.263 0.331 -2.056
H -3.008 0.904 0.255
```

---

(2)
C3H6N2O3 | wB97M-V/def2-TZVPD

Values from the calculation:
Largest force on an atom (eV/A): 7.6
LUMO energy (eV): 0.427
HOMO level (eV): -9.4
Total charge: 0

```
14
C3H6N2O3 | OMol25 | wB97M-V/def2-TZVPD
C -1.125 -0.434 0.088
C 0.176 -1.065 0.498
C 2.063 0.525 -0.352
H -2.885 0.756 -0.043
H -0.321 1.474 0.379
H 0.039 -2.123 0.494
H 0.252 -0.939 1.627
H 1.409 -1.257 -1.113
H 2.923 0.446 -1.072
N -1.228 0.961 0.533
N 1.272 -0.600 -0.409
O -2.084 1.727 -0.447
O -2.084 -0.958 -0.418
O 1.593 1.489 0.235
```

---

(3)
H2N3O2S | wB97M-V/def2-TZVPD

Values from the calculation:
Largest force on an atom (eV/A): 4.1
LUMO energy (eV): 3.778
HOMO level (eV): -3.7
Total charge: -1

```
8
H2N3O2S | OMol25 | wB97M-V/def2-TZVPD
N -0.687 0.291 -1.479
N -0.478 -0.070 -0.309
N 0.226 0.829 0.427
O -0.871 -1.162 0.154
O 0.188 0.592 1.751
S 2.181 0.237 -0.393
H -1.197 -0.433 -2.051
H 0.639 -0.285 1.900
```